[1]
DFT (ωB97M-V/def2-TZVPD) results for 2 unconnected molecules or ions with the total composition C9H14N3O3.

Element x y z (Å)
C 1.47919 3.41857 1.63410
C 1.16655 3.87722 0.41331
C 0.94900 1.65955 0.38076
C -1.67321 -2.80414 0.80352
C -0.40770 0.05659 -2.62147
C -1.78928 -1.75765 1.93515
C 1.08901 -0.17009 -2.65436
C 0.15703 -1.22283 0.80090
C 0.45670 -0.36117 -0.47653
N 1.39194 2.00409 1.60297
N -0.23980 -2.57575 0.41874
N -0.67685 -0.12835 -1.12708
O 0.87588 2.69708 -0.37298
O -0.99038 -0.70012 1.54980
O 1.44347 -0.53479 -1.27488
H 1.74984 3.86701 2.59384
H 1.19459 4.88858 0.00678
H -1.81549 -3.76044 1.15703
H -2.38801 -2.84920 -0.10239
H -0.76586 1.03425 -2.88930
H -0.96713 -0.66260 -3.18512
H -2.77610 -1.45443 2.10371
H -1.39210 -2.20688 2.92895
H 1.42858 -0.96853 -3.22938
H 1.77691 0.73211 -3.05529
H 1.07810 -1.21455 1.44090
H -0.12453 -2.79499 -0.58063
H 1.30567 1.65861 2.56677
H -1.53603 0.27287 -0.76785

Output
LUMO energy, eV: -2.3
Energy relative to the best compared isomer or geometry (same formula, charge and spin), eV: 1.962
Orbital gap, eV: 10.1
Net charge: +1

***

[2]
DFT (ωB97M-V/def2-TZVPD) results for C9H14N4O4 in the gas phase.

Element x y z (Å)
N -0.96370 -0.68033 -0.79486
C 0.38429 -0.21161 -1.24918
C 0.28890 1.23837 -2.16839
C -1.04476 1.87621 -2.05405
C -1.30188 2.65845 -0.92839
N -2.51467 3.27759 -1.06318
C -2.82732 3.03533 -2.45667
N -2.09051 2.06603 -3.03233
C 1.29856 0.12409 -0.01745
O 2.03790 1.07748 0.16491
N 1.67831 -1.04324 0.69381
C 0.83219 -2.05346 1.27430
C 1.59368 -3.22354 1.62813
O 2.68221 -2.86690 2.46061
C 0.31421 -1.49720 2.55655
O 0.46340 -1.84783 3.72077
O -0.58008 -0.61781 2.32428
H -1.39524 -0.70896 -1.68835
H -1.39754 -0.08624 -0.09239
H 0.93240 -0.83593 -1.95987
H 1.04809 1.98185 -1.81837
H 0.49282 0.99234 -3.16292
H -0.65289 2.89936 -0.15316
H -2.62191 3.97990 -0.38369
H -3.64253 3.64953 -2.98019
H 2.52942 -0.72071 1.37798
H -0.02494 -2.11666 0.56251
H 2.00508 -3.60759 0.62196
H 0.91106 -3.93564 2.10229
H 2.33663 -2.51820 3.29917
H -0.77118 -0.28468 3.21617

Output
LUMO energy, eV: 0.4
Energy relative to the best compared isomer or geometry (same formula, charge and spin), eV: 3.699
SMILES string: N[C@@H](Cc1c[nH]cn1)C(=O)N[C@@H](CO)C(=O)O
Orbital gap, eV: 8.9

***

[3]
DFT (ωB97M-V/def2-TZVPD) results for 2 unconnected molecules or ions with the total composition C9H14O.

Element x y z (Å)
C 0.18508 -1.73640 1.99067
C -0.40106 -0.44940 1.46775
C -1.69890 -0.37636 0.95894
C -2.11812 0.72601 0.24114
C -1.28700 1.84285 0.13312
O -1.70560 2.84776 -0.71023
C -0.00882 1.78447 0.65006
C 0.40615 0.67407 1.39377
H 0.69709 -2.33327 1.23332
H -0.51347 -2.46232 2.39429
H 0.93325 -1.43057 2.71376
H -2.37670 -1.21603 1.06059
H -3.04905 0.79369 -0.30881
H -1.53142 3.71875 -0.32492
H 0.73275 2.56142 0.50253
H 1.43353 0.66584 1.73707
C 0.58963 -1.06221 -1.68232
C 1.93275 -0.36885 -2.06861
H 0.03756 -0.30230 -1.14377
H 0.18348 -1.44238 -2.57928
H 0.76012 -1.84654 -0.94686
H 2.82107 -0.94547 -1.86263
H 1.94862 -0.28923 -3.16013
H 2.02905 0.64645 -1.68945

Output
LUMO energy, eV: 0.9
Energy relative to the best compared isomer or geometry (same formula, charge and spin), eV: 0.614
SMILES string: Cc1ccc(O)cc1.CC
Orbital gap, eV: 9.5

***

[4]
DFT (ωB97M-V/def2-TZVPD) results for 2 unconnected molecules or ions with the total composition C9H14O.

Element x y z (Å)
C -2.19020 -0.63880 2.69938
C -1.76968 -0.59643 1.30985
C -2.22182 0.37486 0.44945
C -1.62627 0.36225 -0.84243
C -0.84631 -0.73979 -1.15624
O -0.29981 -0.85356 -2.41366
C -0.52018 -1.83955 -0.34287
C -0.90101 -1.65893 0.92034
H -1.55929 -1.23098 3.28531
H -3.29397 -0.81634 2.68908
H -2.28323 0.33195 3.18974
H -2.87011 1.13358 0.77572
H -1.78843 1.06904 -1.63338
H -0.49284 -0.06011 -3.01629
H 0.13274 -2.71522 -0.68314
H -0.44254 -2.38988 1.57219
C 2.55446 1.33052 -1.58420
C 3.20990 1.26005 -0.10895
H 2.99347 2.13367 -2.19098
H 2.76739 0.45492 -2.23048
H 1.54190 1.62552 -1.24652
H 4.13919 0.91217 -0.36910
H 2.69345 0.48430 0.43518
H 3.07319 2.06676 0.49201

Output
LUMO energy, eV: 0.9
Energy relative to the best compared isomer or geometry (same formula, charge and spin), eV: 1.993
SMILES string: Cc1ccc(O)cc1.CC
Orbital gap, eV: 8.9

***

[5]
DFT (ωB97M-V/def2-TZVPD) results for 2 unconnected molecules or ions with the total composition C9H14O.

Element x y z (Å)
C 1.95633 2.76113 0.94920
C 1.58163 1.42861 0.36797
C 0.43169 1.22731 -0.42139
C 0.17356 0.00579 -0.98909
C 0.98602 -1.10498 -0.64778
O 0.57376 -2.31554 -1.12224
C 2.05458 -0.94495 0.20995
C 2.36679 0.34551 0.68867
H 1.43199 2.91226 1.89472
H 1.77267 3.57790 0.24571
H 3.01822 2.84209 1.18162
H -0.13360 2.11843 -0.66698
H -0.67512 -0.22956 -1.61617
H 1.19214 -2.96207 -0.81829
H 2.60498 -1.82696 0.52076
H 3.35292 0.41752 1.13283
C -3.41124 -0.33973 0.43136
C -4.81134 -0.92418 0.26192
H -2.76011 -0.59774 -0.40407
H -3.43043 0.74354 0.49075
H -2.88212 -0.79603 1.27157
H -5.30824 -0.35755 -0.54324
H -4.90613 -1.95682 -0.03328
H -5.44152 -0.64058 1.10612

Output
LUMO energy, eV: 0.9
Energy relative to the best compared isomer or geometry (same formula, charge and spin), eV: 0.443
SMILES string: Cc1ccc(O)cc1.CC
Orbital gap, eV: 9.2

***

[6]
DFT (ωB97M-V/def2-TZVPD) results for 2 unconnected molecules or ions with the total composition C9H14O.

Element x y z (Å)
C 1.10028 -0.83092 1.96704
C 0.83897 0.05533 0.77343
C 0.69216 1.44763 0.81050
C 0.39709 2.15727 -0.36049
C 0.38736 1.45989 -1.56815
O -0.04053 2.11787 -2.71855
C 0.59623 0.09088 -1.68144
C 0.99053 -0.51555 -0.49535
H 1.32726 -1.80717 1.53151
H 0.29887 -1.06842 2.66290
H 1.94524 -0.43343 2.53775
H 0.80947 1.95616 1.75990
H 0.33260 3.23034 -0.32455
H -0.65605 2.77502 -2.45366
H 0.62693 -0.42082 -2.62578
H 1.54029 -1.45321 -0.55548
C -1.63264 -3.05206 1.27100
C -2.38016 -1.70668 1.24116
H -0.55311 -2.92533 1.23984
H -1.80282 -3.75582 2.08664
H -1.86215 -3.58980 0.34517
H -3.20960 -1.65508 1.93356
H -2.64344 -1.54148 0.18795
H -1.64706 -0.89463 1.26012

Output
LUMO energy, eV: 0.9
Energy relative to the best compared isomer or geometry (same formula, charge and spin), eV: 1.049
SMILES string: Cc1ccc(O)cc1.CC
Orbital gap, eV: 9.5

***

[7]
DFT (ωB97M-V/def2-TZVPD) results for 2 unconnected molecules or ions with the total composition C9H14O.

Element x y z (Å)
C 0.92808 2.81774 -0.62357
C 0.89766 1.81286 0.51909
C -0.27206 1.73581 1.29776
C -0.57093 0.53658 1.94295
C 0.30667 -0.52720 1.95122
O -0.07818 -1.78367 2.30904
C 1.50001 -0.48482 1.20120
C 1.74984 0.70246 0.53284
H -0.00436 3.36239 -0.75199
H 1.02487 2.23279 -1.53997
H 1.81813 3.44348 -0.42753
H -1.00381 2.53846 1.34295
H -1.52936 0.48839 2.44982
H -0.77904 -1.81254 2.97129
H 2.07121 -1.38082 1.05283
H 2.62452 0.77852 -0.10830
C -0.33213 -1.50655 -1.87371
C -1.74584 -2.14898 -1.75364
H -0.66195 -0.45934 -1.84602
H 0.27389 -1.68967 -0.98714
H 0.19361 -1.78364 -2.77636
H -2.20586 -1.85848 -0.77657
H -2.55028 -1.78180 -2.39612
H -1.65467 -3.23197 -1.71009

Output
LUMO energy, eV: 0.9
Energy relative to the best compared isomer or geometry (same formula, charge and spin), eV: 0.952
SMILES string: Cc1ccc(O)cc1.CC
Orbital gap, eV: 9.2

***

[8]
DFT (ωB97M-V/def2-TZVPD) results for 2 unconnected molecules or ions with the total composition C9H14O.

Element x y z (Å)
C -0.02581 -1.61284 3.10672
C -0.15327 -0.33573 2.36776
C -0.26994 -0.29916 0.98118
C 0.00899 0.83280 0.22422
C 0.38386 1.99652 0.88325
O 1.03734 2.93125 0.11793
C 0.30789 2.07382 2.27114
C 0.03740 0.90724 2.96444
H -0.76945 -2.39895 2.98856
H 0.08990 -1.45698 4.18111
H 0.90885 -2.05507 2.87294
H -0.55003 -1.17362 0.40144
H 0.28322 0.71904 -0.81401
H 1.43020 3.58935 0.69092
H 0.43885 2.98378 2.78489
H 0.19851 0.84175 4.03902
C 0.17122 -0.62342 -3.36995
C -0.96735 -1.27440 -4.19098
H 1.13815 -1.01998 -3.65779
H 0.16314 0.45457 -3.50878
H -0.05208 -0.69379 -2.30705
H -0.60910 -2.18705 -4.65258
H -1.74368 -1.61432 -3.50588
H -1.45681 -0.58481 -4.86850

Output
LUMO energy, eV: 0.9
Energy relative to the best compared isomer or geometry (same formula, charge and spin), eV: 0.868
SMILES string: Cc1ccc(O)cc1.CC
Orbital gap, eV: 9.2

***

[9]
DFT (ωB97M-V/def2-TZVPD) results for 2 unconnected molecules or ions with the total composition C9H14O.

Element x y z (Å)
C -1.60218 0.29594 -3.11746
C -1.12687 0.51550 -1.70880
C -1.63667 -0.23828 -0.65812
C -1.19760 -0.07361 0.65338
C -0.17525 0.82884 0.87603
O 0.27874 1.08585 2.16334
C 0.34050 1.60236 -0.14703
C -0.10376 1.41507 -1.44289
H -2.31885 -0.52335 -3.17568
H -0.77992 0.03125 -3.77850
H -2.06343 1.19256 -3.54012
H -2.47821 -0.88429 -0.87521
H -1.69256 -0.63327 1.43954
H 0.42182 0.24188 2.60966
H 1.16079 2.25804 0.14717
H 0.32913 1.97733 -2.26166
C 1.48196 -2.56118 1.62004
C 2.73245 -1.79751 1.24420
H 1.30775 -2.40833 2.69105
H 0.57980 -2.21564 1.10331
H 1.46960 -3.64667 1.48139
H 2.63356 -0.77117 1.59661
H 3.60833 -2.19495 1.75537
H 2.93055 -1.69577 0.17239

Output
LUMO energy, eV: 0.9
Energy relative to the best compared isomer or geometry (same formula, charge and spin), eV: 0.220
SMILES string: Cc1ccc(O)cc1.CC
Orbital gap, eV: 9.5

***

[10]
DFT (ωB97M-V/def2-TZVPD) results for 2 unconnected molecules or ions with the total composition C9H14O.

Element x y z (Å)
C -1.02720 -1.83458 -1.97137
C -1.04223 -0.51882 -1.25852
C -0.99389 0.68134 -1.96801
C -1.22663 1.88572 -1.32392
C -1.49573 1.92217 0.04458
O -1.67321 3.17143 0.56889
C -1.51338 0.74955 0.77314
C -1.16231 -0.43614 0.12246
H -0.29130 -1.75237 -2.77389
H -1.97330 -2.13454 -2.39278
H -0.65500 -2.69636 -1.40406
H -0.58582 0.70533 -2.97488
H -1.34647 2.82403 -1.85316
H -1.64661 3.16227 1.53553
H -1.72200 0.63238 1.82829
H -1.05875 -1.34847 0.70041
C 2.09948 -1.05373 1.01036
C 2.64861 -0.14324 2.08855
H 1.90896 -2.05891 1.40672
H 1.13159 -0.69855 0.66471
H 2.76274 -1.16513 0.15381
H 3.72575 -0.35787 2.17958
H 2.43480 -0.41883 3.11627
H 2.70189 0.88331 1.72727

Output
LUMO energy, eV: 0.8
Energy relative to the best compared isomer or geometry (same formula, charge and spin), eV: 0.843
SMILES string: Cc1ccc(O)cc1.CC
Orbital gap, eV: 9.2

***

[11]
DFT (ωB97M-V/def2-TZVPD) results for 2 unconnected molecules or ions with the total composition C9H14O.

Element x y z (Å)
C 1.77870 -2.40218 1.43181
C 1.45737 -1.10325 0.72890
C 1.00693 -0.02337 1.49680
C 0.68515 1.18632 0.89900
C 0.87826 1.33347 -0.46533
O 0.53443 2.50059 -1.10825
C 1.33919 0.29045 -1.25113
C 1.63049 -0.91878 -0.63125
H 2.09031 -3.16959 0.71408
H 0.85077 -2.75070 1.88019
H 2.55937 -2.35083 2.18778
H 1.10789 -0.13974 2.56786
H 0.27475 2.01136 1.47171
H 0.47461 3.24040 -0.49772
H 1.31762 0.37857 -2.32950
H 1.96620 -1.74695 -1.23770
C -2.75949 0.11843 -0.11485
C -2.22908 0.82014 -1.35326
H -3.14062 0.80131 0.65347
H -3.56088 -0.57096 -0.38105
H -1.99767 -0.44390 0.42533
H -3.05752 1.15575 -1.97750
H -1.64412 0.13253 -1.96059
H -1.56266 1.65093 -1.14880

Output
LUMO energy, eV: 0.9
Energy relative to the best compared isomer or geometry (same formula, charge and spin), eV: 0.259
SMILES string: Cc1ccc(O)cc1.CC
Orbital gap, eV: 9.4

***

[12]
DFT (ωB97M-V/def2-TZVPD) results for 2 unconnected molecules or ions with the total composition C9H14O.

Element x y z (Å)
C 1.12289 -2.38682 1.45025
C 0.63190 -0.97851 1.52142
C -0.55027 -0.77149 2.27960
C -1.38161 0.30588 2.05047
C -0.88118 1.37730 1.27945
O -1.70362 2.46417 1.19879
C 0.38514 1.33198 0.76200
C 0.99825 0.05752 0.69321
H 2.21456 -2.50813 1.42432
H 0.77348 -2.89603 0.55284
H 0.83521 -3.01297 2.29629
H -0.87759 -1.44469 3.06350
H -2.41220 0.24660 2.36118
H -1.36415 3.15089 0.61667
H 0.98596 2.13497 0.35793
H 1.87523 -0.08424 0.07496
C -0.72956 0.76746 -2.82477
C 0.59936 0.07102 -2.61420
H -0.72710 1.60692 -3.51420
H -1.44218 0.08397 -3.32924
H -1.27552 0.82835 -1.88168
H 1.47014 0.65513 -2.29845
H 1.04268 -0.23452 -3.57448
H 0.41017 -0.76474 -1.94586

Output
LUMO energy, eV: 0.9
Energy relative to the best compared isomer or geometry (same formula, charge and spin), eV: 1.087
SMILES string: Cc1ccc(O)cc1.CC
Orbital gap, eV: 9.2